[1]
{"formula": "C45H36N6O6PtSSb", "method": "wB97M-V/def2-TZVPD", "species": ["C", "C", "O", "C", "H", "H", "H", "H", "O", "C", "C", "C", "C", "C", "C", "C", "H", "C", "C", "H", "C", "H", "H", "Sb", "C", "N", "C", "O", "H", "C", "H", "H", "H", "C", "H", "C", "H", "H", "H", "C", "O", "H", "C", "H", "N", "H", "H", "H", "H", "C", "N", "C", "H", "O", "S", "C", "H", "H", "C", "N", "C", "C", "C", "H", "C", "O", "H", "C", "C", "H", "C", "H", "C", "Pt", "N", "C", "H", "C", "C", "C", "C", "C", "H", "C", "C", "H", "C", "N", "C", "H", "C", "C", "H", "H", "H", "C"], "coordinates": [[2.4770, -2.5773, 2.6303], [-2.1330, 4.2542, -4.0492], [4.4024, 5.5481, 2.0350], [-1.4809, -2.6709, -3.5413], [-2.8374, 4.6384, -3.3239], [-0.4598, -4.4030, -4.2917], [-1.5405, -6.9323, 0.6141], [-2.8927, -0.4361, 6.7293], [2.6267, 5.3442, 3.2462], [-2.0487, 4.7884, -5.3304], [-4.3760, -1.1839, 0.6467], [-0.0333, -5.4366, 0.3233], [2.1908, 1.7126, -0.0754], [0.4057, 4.1767, 2.0510], [-2.5579, -0.6026, -2.6154], [-2.4094, -0.5546, 5.7690], [-3.0558, -0.5252, -3.5785], [-0.5601, -3.2471, 1.1630], [-2.1453, -5.0378, 1.4116], [5.3951, -1.4934, 3.9630], [0.6718, -3.3565, -2.7927], [4.3943, 0.6940, 3.3998], [0.4036, 2.8322, -6.6677], [-0.0605, -1.2565, 1.5759], [-1.5007, -1.5855, 5.5776], [1.7636, 0.6784, -0.8533], [1.2113, 2.3778, 0.7044], [-2.1649, -0.4457, 0.1277], [-4.2997, -2.2462, 0.8857], [0.6740, -2.2678, -1.9516], [-2.3129, 0.8610, 2.7040], [-4.4269, -1.3469, -1.8891], [4.8558, 3.6500, 0.7704], [3.8362, 3.2875, 0.7377], [0.6563, -6.1164, -0.1599], [3.9476, 0.5480, -1.7946], [-2.4755, -3.0457, 2.1321], [-3.0969, -5.4055, 1.7721], [-0.1514, -2.5449, 4.2196], [2.6109, 0.1513, -1.7300], [1.9069, 1.6894, -3.7899], [1.9468, -3.5019, 2.4439], [-3.2941, -0.8300, -0.3197], [4.1546, -3.5782, 3.5049], [-0.2457, 1.4820, -2.4980], [4.5964, 0.0663, -2.5117], [-2.1913, 0.3829, -2.3582], [1.2863, -3.7621, 0.1682], [5.4374, 1.8692, -1.0133], [4.4060, 1.5422, -0.9715], [-3.5327, -0.9745, -1.6040], [4.4194, -1.4498, 3.4981], [-2.3540, -2.7980, -4.1670], [-1.9728, 2.5583, -1.4922], [0.5154, 1.3839, -3.9753], [-1.4168, -1.5830, -2.6912], [-2.6953, 5.6088, -5.6099], [2.2363, -0.5958, -2.4080], [0.3189, -4.1076, 0.5073], [-0.3390, -1.3888, -1.8972], [1.9191, -1.3427, 2.3027], [-0.4267, -3.5643, -3.6092], [1.5027, 3.5228, 1.4454], [-2.0183, 2.0074, 1.0932], [-1.2292, 2.4420, -2.4577], [0.1690, 0.1198, -4.5671], [2.1762, 0.7996, 2.3505], [-0.8549, 3.6436, 1.9221], [-1.2661, -5.8971, 0.7672], [1.5192, -4.0276, -2.8041], [-1.1527, 4.2771, -6.2646], [-1.2784, -2.2736, 6.3821], [-0.3875, 2.7233, -4.6642], [-0.2199, 0.3106, -0.7073], [-0.0294, 1.8407, 0.6343], [-1.7989, -3.7081, 1.6053], [1.5015, -2.0908, -1.2808], [-2.7016, 0.3237, 4.7351], [3.8610, -0.2202, 3.1727], [-1.0460, 2.4581, 1.2155], [2.8903, 3.9189, 1.4620], [3.5008, 2.1731, -0.0987], [-4.2558, -0.6147, 1.5654], [3.7266, -2.6216, 3.2361], [-1.2895, 3.2071, -3.7266], [0.5555, 5.0920, 2.6020], [-0.2950, 3.2283, -5.9435], [3.3462, 5.0463, 2.3166], [-2.0754, 0.1808, 3.5039], [-1.1227, 4.6962, -7.2611], [-0.8668, -1.7408, 4.3526], [-1.1622, -0.8495, 3.3242], [-3.4185, 1.1198, 4.8862], [-5.3618, -0.9975, 0.2247], [-1.7098, 4.1431, 2.3547], [2.6135, -0.1636, 2.5705]], "fmax_ha_per_bohr": 0.0654, "charge": 3, "relative_energy_kj_mol": 87.7, "gap_ev": 6.583, "e_homo_ev": -16.3}

=====

[2]
{"formula": "C5H10O2", "method": "wB97M-V/def2-TZVPD", "species": ["C", "H", "H", "H", "O", "C", "H", "C", "H", "C", "H", "H", "O", "C", "H", "H", "H"], "coordinates": [[-1.0839, -0.3913, -0.3946], [-1.1643, -1.3880, 2.9788], [-1.7551, -1.1766, -0.8998], [-0.7579, -0.3164, -3.0707], [3.4001, 0.6699, 1.4488], [-1.2521, -1.2809, 1.8117], [-0.5831, 1.5319, -2.7480], [-0.2413, 0.5327, -1.0322], [-2.0680, 0.6539, 1.2315], [-0.1506, 0.5522, -2.5296], [-1.4904, -2.2214, 1.3643], [0.6128, 1.0369, 0.6786], [0.6546, 1.1470, -0.2397], [-1.4122, -0.1377, 1.1150], [0.9561, 0.5049, -2.7286], [3.5916, -0.1458, 0.9053], [2.7437, 0.4287, 2.1094]], "fmax_ha_per_bohr": 0.1291, "smiles": "C=C/C=C(/C)O.O", "charge": 0, "relative_energy_kj_mol": 464.0, "gap_ev": 8.530, "e_homo_ev": -7.9}

=====

[3]
{"formula": "C5H8O2", "method": "wB97M-V/def2-TZVPD", "species": ["C", "H", "H", "H", "O", "H", "C", "H", "H", "O", "C", "C", "H", "C", "H"], "coordinates": [[2.5051, 0.0605, -0.1822], [0.0243, -1.7240, 1.6525], [-0.8155, 0.6643, -1.5681], [-0.0452, -2.4931, 0.0709], [-0.7199, -0.3436, -1.3941], [-1.8612, 0.7565, 0.6008], [-0.4529, -1.6585, 0.6613], [-0.3367, 1.5462, 1.1985], [3.5565, 0.2334, -0.2532], [-0.8010, 1.9586, -0.7551], [-0.1584, -0.3269, -0.1004], [1.3184, -0.1476, -0.1374], [-1.5263, -1.8418, 0.7774], [-0.8084, 1.0010, 0.3912], [0.1006, 2.2769, -0.9663]], "fmax_ha_per_bohr": 0.0380, "smiles": "C#C[C@](C)(O)CO", "charge": 0, "relative_energy_kj_mol": 282.7, "gap_ev": 10.967, "e_homo_ev": -10.2}